Record 1
This record from OMol25 describes H12KO6 as an isolated structure. The level of theory is ωB97M-V with the def2-TZVPD basis set.

Geometry as XYZ:
```
19
H12KO6 | OMol25 | ωB97M-V with the def2-TZVPD basis set
K 0.2065 0.1764 -0.4304
O -2.1006 1.9150 -0.9264
H -1.9911 2.8537 -0.7272
H -3.0559 1.7708 -0.8910
O 1.5858 -2.5183 -0.4330
H 2.3360 -2.3466 -1.0162
H 1.7177 -1.9657 0.3488
O 0.0515 1.7846 1.8222
H 0.3989 1.2105 2.5188
H 0.5410 2.6156 1.8873
O 2.5665 -0.2783 1.2579
H 2.7770 0.5564 1.6966
H 3.4180 -0.7394 1.2124
O -0.9547 -0.2227 -2.9955
H -0.5947 0.1297 -3.8195
H -1.6017 0.4367 -2.6991
O -1.5377 -1.5006 0.9368
H -1.9291 -2.2153 0.4164
H -1.8336 -1.6624 1.8409
```

highest occupied orbital energy = -14.862 eV
largest force on an atom = 0.47 eV Å⁻¹
energy relative to the best compared isomer or geometry (same formula, charge and spin) = 3.6 kcal per mole
lowest unoccupied orbital energy = -3.28 eV
E_tot = -1058.42966 hartree
HOMO-LUMO gap = 11.6 eV
charge = +1

Charges obtained by Mulliken population analysis, quoted in units of e: 0.818, -0.544, 0.278, 0.303, -0.607, 0.313, 0.355, -0.589, 0.302, 0.309, -0.573, 0.281, 0.288, -0.623, 0.314, 0.339, -0.527, 0.292, 0.270

***

Record 2
This record from OMol25 describes an isolated ion of composition C19H25N2O8 and charge -1. The level of theory is ωB97M-V with the def2-TZVPD basis set.

Geometry as XYZ:
```
54
C19H25N2O8 | OMol25 | ωB97M-V with the def2-TZVPD basis set
C -1.9407 -3.5293 -0.0519
C -0.8022 -2.5220 0.0595
C -0.7717 -1.6542 -1.1831
C 0.5076 -0.8865 -1.4240
C 0.5955 0.5403 -0.8221
C 1.8642 1.1692 -1.4592
O 2.0499 2.3474 -1.6639
O 2.7534 0.2072 -1.7609
C 4.0845 0.6450 -2.1087
C 4.6743 -0.4964 -2.8839
C -0.5269 1.4986 -1.2065
O -0.5477 2.6862 -0.9188
O -1.5580 0.9239 -1.8451
C -2.6974 1.8269 -1.8813
C -3.8270 1.0486 -2.4902
H -1.9738 -4.1846 0.8187
H -2.8971 -3.0055 -0.1361
H -1.8098 -4.1505 -0.9441
H -0.9347 -1.8816 0.9382
H 0.1569 -3.0378 0.1936
H -0.9272 -2.2951 -2.0594
H -1.6084 -0.9585 -1.1714
H 1.3709 -1.4507 -1.0483
H 0.6416 -0.7767 -2.5109
H 3.9983 1.5741 -2.6753
H 4.6090 0.8376 -1.1697
H 5.7186 -0.2863 -3.1192
H 4.6148 -1.4156 -2.2946
H 4.1131 -0.6287 -3.8134
H -2.9271 2.1413 -0.8550
H -2.4053 2.6994 -2.4767
H -4.7495 1.6252 -2.4038
H -3.6412 0.8654 -3.5525
H -3.9928 0.0900 -1.9854
O -1.8317 0.5718 6.2507
N -2.2494 1.1938 5.2485
O -2.9790 2.2108 5.3325
C -1.8398 0.7396 3.9668
C -2.0923 1.5444 2.8388
C -1.2544 1.4415 1.7427
C -0.2498 0.4482 1.6715
C 0.8728 0.5621 0.6213
C 1.9525 -0.4369 0.9255
N 3.2075 0.0281 1.0797
O 4.1768 -0.7509 1.2901
O 3.3859 1.2822 0.9923
C -0.1210 -0.4420 2.7582
C -0.9208 -0.3202 3.8944
H -2.8809 2.2908 2.8848
H -1.3423 2.2017 0.9714
H 1.3285 1.5515 0.8285
H 1.7652 -1.4953 1.0885
H 0.6523 -1.2106 2.7675
H -0.7940 -0.9766 4.7513
```

highest occupied orbital energy = -3.885 eV
largest force on an atom = 3.25 eV Å⁻¹
energy relative to the best compared isomer or geometry (same formula, charge and spin) = 71.8 kcal per mole
lowest unoccupied orbital energy = 1.57 eV
E_tot = -1450.28848 hartree
SMILES string = CCCCC(C(=O)OCC)(C(=O)OCC)[C@H](C=[N+]([O-])[O-])c1ccc([N+](=O)[O-])cc1
HOMO-LUMO gap = 5.5 eV
charge = -1

Charges obtained by Mulliken population analysis, quoted in units of e: -1.548, 0.381, -0.612, -1.508, 4.133, -0.332, -0.688, -0.099, -0.321, -1.227, -1.170, -0.614, -0.387, -0.160, -1.211, 0.426, 0.285, 0.371, -0.117, 0.215, 0.530, 0.029, 0.591, 0.524, 0.322, 0.293, 0.424, 0.299, 0.282, 0.255, 0.348, 0.411, 0.306, 0.273, -0.605, 0.933, -0.612, -0.299, -0.743, -0.899, -0.360, 0.746, -2.579, 1.288, -0.908, -0.768, 0.162, -0.861, 0.474, 0.795, 1.000, 0.624, 0.445, 0.460

***

Record 3
This record from OMol25 describes a 3-piece molecular cluster, C31H51BrF12N2O12S5 overall. The level of theory is ωB97M-V with the def2-TZVPD basis set.

Geometry as XYZ:
```
114
C31H51BrF12N2O12S5 | OMol25 | ωB97M-V with the def2-TZVPD basis set
C -0.4715 -3.9546 2.2402
C -0.1955 -2.8203 1.2968
O 0.7697 -2.8613 0.5786
N -1.0911 -1.6751 1.1179
C -2.4620 -2.1362 0.8581
C -2.9949 -1.8496 -0.5053
O -3.0866 -2.7772 1.6655
C -1.0681 -0.4737 2.0251
N -2.2198 0.2761 1.5378
C -1.4538 -0.8523 3.4783
C -2.0110 0.2110 4.4392
C -3.5307 0.4405 4.4108
C -4.3797 -0.8188 4.6092
C -5.8804 -0.5643 4.4094
C -6.2566 -0.2260 2.9719
F -5.2898 -0.5189 2.0760
F -6.4675 1.1254 2.8620
C -7.6082 -0.8510 2.4934
F -8.4900 -0.7349 3.4848
F -8.0644 -0.1642 1.4536
S -7.5355 -2.6743 1.9316
F -6.1971 -2.9100 2.7610
F -8.3756 -3.1641 3.1856
F -8.8799 -2.4917 1.1165
F -6.6841 -2.2254 0.6719
F -7.4518 -4.1637 1.4279
O -0.3895 -1.5934 4.1324
S 1.0133 -0.8977 4.3388
O 0.8617 0.2594 5.1703
O 1.9003 -1.9508 4.7358
C 1.4313 -0.4194 2.6849
C 2.7883 0.3140 2.7619
C 3.8970 -0.3852 1.9447
C 4.6880 -1.3749 2.7823
Br 5.8832 -2.3766 1.6351
C 0.2975 0.3118 1.8695
C 0.8335 0.2409 0.4289
C 0.0543 0.9302 -0.7158
C -0.4945 -0.0621 -1.7515
S 0.2593 0.0508 -3.3603
O 0.9725 1.2809 -3.4836
O -0.7363 -0.3114 -4.3352
O 1.3389 -1.1114 -3.3251
C 0.1591 1.7650 2.4108
C 0.7975 2.9024 1.5978
C 1.0167 4.1144 2.4592
F 1.3682 5.1767 1.7317
F 1.9793 3.9271 3.3709
F -0.0912 4.4503 3.1370
H 0.3839 -4.0272 2.9110
H -0.5144 -4.8678 1.6448
H -1.3735 -3.8450 2.8230
H -2.2877 -2.1231 -1.2860
H -3.9268 -2.4002 -0.6255
H -3.2298 -0.7855 -0.5742
H -2.4338 1.0720 2.1170
H -2.0334 0.6238 0.6051
H -2.2306 -1.6010 3.3649
H -1.5047 1.1716 4.3629
H -1.7665 -0.1521 5.4400
H -3.8699 0.9724 3.5225
H -3.7482 1.1105 5.2488
H -4.0955 -1.6221 3.9319
H -4.2636 -1.1562 5.6419
H -6.4004 -1.4823 4.6819
H -6.2426 0.2412 5.0452
H 1.6035 -1.3762 2.1940
H 2.7210 1.3523 2.4533
H 3.1210 0.3426 3.8029
H 4.5861 0.3812 1.5788
H 3.4938 -0.8799 1.0607
H 5.3018 -0.8597 3.5169
H 4.0406 -2.0880 3.2863
H 0.9478 -0.8072 0.1580
H 1.8478 0.6377 0.4327
H -0.7445 1.5775 -0.3538
H 0.7302 1.6112 -1.2355
H -1.5541 0.0905 -1.9594
H -0.3677 -1.0880 -1.4068
H 0.8920 -1.9235 -3.6149
H 0.5925 1.8004 3.4132
H -0.8765 2.0547 2.5589
H 0.1471 3.2335 0.7876
H 1.7515 2.6404 1.1446
C 8.9082 -1.7963 -3.8835
C 7.4361 -1.7964 -4.3206
C 6.5850 -1.9941 -3.0599
S 7.5434 -1.3077 -1.6992
O 7.8992 -2.3779 -0.8029
O 6.9077 -0.1138 -1.2053
C 8.9840 -0.8742 -2.6711
H 9.5679 -1.4576 -4.6808
H 9.2135 -2.8057 -3.6005
H 7.1933 -0.8384 -4.7838
H 7.2328 -2.5757 -5.0533
H 5.6322 -1.4724 -3.1009
H 6.4216 -3.0460 -2.8347
H 9.8712 -1.0122 -2.0582
H 8.8807 0.1730 -2.9536
C -0.7724 2.8699 -6.5207
C -0.6114 2.8970 -8.0470
C -1.0027 4.3017 -8.5239
S -0.6411 5.4108 -7.1516
O -1.8800 5.9718 -6.6742
O 0.4636 6.2695 -7.4930
C -0.1062 4.1415 -6.0083
H -0.3219 1.9844 -6.0762
H -1.8326 2.8737 -6.2588
H 0.4295 2.6957 -8.3070
H -1.2228 2.1369 -8.5306
H -0.4344 4.6351 -9.3880
H -2.0683 4.3837 -8.7277
H -0.4043 4.4280 -5.0031
H 0.9796 4.0802 -6.0730
```

highest occupied orbital energy = -9.621 eV
largest force on an atom = 0.71 eV Å⁻¹
lowest unoccupied orbital energy = -0.07 eV
E_tot = -7987.51230 hartree
SMILES string = CC(=O)N(C(C)=O)[C@@]1(N)[C@H](CCCCC(F)(F)C(F)(F)S(F)(F)(F)(F)F)OS(=O)(=O)[C@H](CCCBr)[C@]1(CCCS(=O)(=O)O)CCC(F)(F)F.O=S1(=O)CCCC1.O=S1(=O)CCCC1
HOMO-LUMO gap = 9.6 eV

These are the Mulliken partial charges, in e, on atoms 1 to 99: -1.602, 0.540, -0.520, 1.196, 0.663, -1.657, -0.507, -0.317, -0.256, 1.223, -1.621, -0.825, -0.227, -1.455, 1.097, -0.093, -0.372, 0.257, -0.279, -0.276, 1.347, -0.298, -0.317, -0.316, -0.286, -0.296, -0.541, 1.431, -0.723, -0.795, -0.415, -0.905, -1.215, -0.642, -0.198, 2.833, -2.090, -1.496, -0.915, 1.384, -0.667, -0.667, -0.503, -2.195, -1.168, 0.771, -0.304, -0.266, -0.295, 0.400, 0.461, 0.174, 0.388, 0.561, 0.168, 0.429, 0.352, -0.279, -0.079, 0.635, 0.338, 0.528, 0.074, 0.487, 0.533, 0.493, 0.592, -0.122, 0.958, 0.608, 0.406, 0.440, 0.249, 0.588, 0.952, 0.411, 0.979, 0.451, -0.007, 0.346, 0.414, 0.978, 0.332, 0.551, -0.561, -0.660, -0.601, 1.211, -0.663, -0.666, -0.781, 0.354, 0.285, 0.309, 0.322, 0.340, 0.363, 0.401, 0.343

***

Record 4
This record from OMol25 describes C51H50AsKN3O5P2S as an isolated structure. The level of theory is ωB97M-V with the def2-TZVPD basis set.

Geometry as XYZ:
```
114
C51H50AsKN3O5P2S | OMol25 | ωB97M-V with the def2-TZVPD basis set
K -0.0151 0.2724 -0.3389
O 7.5424 -1.2949 -1.2804
C 6.7984 -1.8345 -0.4305
O 7.0234 -2.7603 0.3792
C 5.3567 -1.3182 -0.4234
C 4.4063 -1.8641 0.4222
C 3.1085 -1.3757 0.4014
N 2.7186 -0.3914 -0.4178
C 3.6338 0.1306 -1.2405
C 4.9539 -0.2933 -1.2670
C 3.1508 1.2125 -2.1786
C 3.7311 1.3618 -3.4372
C 3.2762 2.3604 -4.2775
C 2.2528 3.1907 -3.8483
C 1.7259 2.9626 -2.5890
N 2.1514 2.0032 -1.7646
C 2.0563 -1.9231 1.3325
C 2.0892 -3.2390 1.7767
C 1.0649 -3.7019 2.5880
C 0.0394 -2.8445 2.9522
C 0.0983 -1.5395 2.4929
N 1.0789 -1.0857 1.7048
H 4.7252 -2.6486 1.0976
H 5.7018 0.1501 -1.9131
H 4.5216 0.6905 -3.7464
H 3.7149 2.4876 -5.2587
H 1.8665 3.9897 -4.4710
H 0.9148 3.5852 -2.2178
H 2.8875 -3.8979 1.4585
H 1.0569 -4.7349 2.9166
H -0.7992 -3.1742 3.5474
H -0.6846 -0.8234 2.7413
O -0.9989 1.0587 -2.2685
P -2.4390 1.4621 -2.4345
C -3.4487 1.2518 -0.9593
P -2.8284 1.9027 0.6194
O -1.5557 1.2457 1.0662
C -2.5616 3.6622 0.3427
C -1.2874 4.0673 -0.0613
C -1.0465 5.3977 -0.3820
C -2.0745 6.3272 -0.2876
C -3.3386 5.9342 0.1376
C -3.5819 4.6034 0.4519
C -4.1349 1.7990 1.8360
C -5.4796 1.5742 1.5602
C -6.4062 1.5654 2.5954
C -5.9887 1.7700 3.9039
C -4.6438 1.9803 4.1866
C -3.7183 1.9968 3.1541
C -3.2429 0.4520 -3.6940
C -4.5815 0.6212 -4.0391
C -5.1594 -0.1821 -5.0094
C -4.3970 -1.1561 -5.6441
C -3.0626 -1.3263 -5.3109
C -2.4826 -0.5231 -4.3331
C -2.6137 3.1513 -3.0446
C -3.7159 3.9470 -2.7682
C -3.8274 5.2143 -3.3257
C -2.8349 5.6891 -4.1711
C -1.7300 4.8969 -4.4596
C -1.6172 3.6288 -3.8995
H -3.5352 0.1539 -0.7823
H -4.4562 1.6304 -1.1623
H -0.4844 3.3391 -0.1200
H -0.0563 5.7064 -0.6993
H -1.8871 7.3657 -0.5359
H -4.1328 6.6661 0.2292
H -4.5666 4.2982 0.7904
H -5.8085 1.3383 0.5565
H -7.4480 1.3614 2.3814
H -6.7119 1.7471 4.7106
H -4.3141 2.1198 5.2088
H -2.6640 2.1396 3.3696
H -5.1859 1.3785 -3.5489
H -6.2038 -0.0557 -5.2661
H -4.8503 -1.7874 -6.3980
H -2.4724 -2.0894 -5.8034
H -1.4422 -0.6472 -4.0576
H -4.4879 3.5992 -2.0915
H -4.6836 5.8319 -3.0860
H -2.9205 6.6807 -4.6007
H -0.9533 5.2674 -5.1197
H -0.7526 3.0088 -4.1123
C 0.6523 2.4585 3.1724
As 1.6613 2.0370 1.5253
C 3.2709 1.3705 2.4480
C 2.3707 3.8684 1.2722
H 1.2642 3.0033 3.8933
H 0.3042 1.5262 3.6205
H -0.2211 3.0548 2.9074
H 3.6138 2.0991 3.1832
H 4.0667 1.1887 1.7232
H 3.0387 0.4316 2.9483
H 2.7862 4.2663 2.1990
H 1.5755 4.5319 0.9270
H 3.1508 3.8408 0.5102
C -0.8088 -2.9624 -1.6570
O 0.1591 -1.9384 -1.3790
H -0.3409 -3.8481 -2.0880
H -1.6029 -2.6021 -2.3133
H -1.2633 -3.2287 -0.7050
H 0.6134 -1.6835 -2.1901
S -4.7089 -1.6104 0.1518
C -4.0405 -2.7213 1.3547
C -4.0369 -2.4103 2.7309
C -3.5647 -3.2980 3.6920
C -3.0579 -4.5425 3.3268
C -3.0301 -4.8681 1.9742
C -3.5147 -3.9828 1.0154
H -4.4377 -1.4479 3.0323
H -3.5960 -3.0134 4.7391
H -2.6909 -5.2356 4.0742
H -2.6380 -5.8295 1.6597
H -3.5126 -4.2616 -0.0325
```

highest occupied orbital energy = -4.225 eV
largest force on an atom = 2.05 eV Å⁻¹
energy relative to the best compared isomer or geometry (same formula, charge and spin) = 19.0 kcal per mole
lowest unoccupied orbital energy = 1.68 eV
E_tot = -6430.73390 hartree
HOMO-LUMO gap = 5.9 eV
charge = -1

These are the Mulliken partial charges, in e, on atoms 1 to 99: 1.737, -0.742, 0.481, -0.738, -0.884, -0.990, 0.815, 0.795, 0.885, -1.109, 0.013, -1.014, -0.743, -0.863, -0.307, 0.588, 0.150, -0.924, -0.890, -0.656, -0.284, 0.591, 0.641, 0.691, 0.531, 0.420, 0.479, 0.392, 0.498, 0.423, 0.543, 0.104, -0.877, 0.169, -0.249, 1.005, 0.480, 0.130, 0.090, -0.276, -0.982, -0.699, -0.843, 0.363, 0.103, -0.710, -0.541, -0.644, -0.706, 0.373, -0.499, -0.751, -0.457, -0.871, -0.167, 0.922, -0.170, -0.761, -0.625, -0.875, -0.820, -1.151, 0.488, 0.072, 0.530, 0.401, 0.460, 0.431, 0.229, 0.414, 0.351, 0.426, 0.306, 0.287, 0.408, 0.381, 0.427, 0.492, 0.246, 0.429, 0.418, 0.416, 0.613, -1.231, 1.644, -1.258, -1.251, 0.599, 0.249, 0.174, 0.504, 0.320, 0.318, 0.462, 0.188, 0.306, -0.602, -0.160, 0.350